Entry 1:
# C6H7O6Sc

A structure of composition C6H7O6Sc (ωB97M-V/def2-TZVPD, OMol25).

```
20
Properties=species:S:1:pos:R:3:forces:R:3:lowdin_spin:R:1
O 3.407 1.958 -0.542 3.2 -0.1 -0.7 0.004
C 2.671 1.372 0.304 -6.4 0.9 -0.6 0.006
O 2.748 0.009 0.131 -0.7 -1.3 1.3 0.010
O 1.601 1.725 0.826 3.5 1.1 -0.2 -0.001
Sc 4.514 0.301 -1.284 -1.7 1.3 1.1 0.981
C 1.367 -0.541 0.736 0.9 -3.5 0.2 0.000
C 0.353 -0.788 -0.372 0.6 0.6 -0.6 0.000
C -0.899 -1.419 0.151 -0.3 -0.2 0.4 0.000
C -2.143 -1.065 -0.159 0.1 0.3 -0.2 0.000
O -2.411 -0.055 -1.080 0.6 -1.3 -0.1 0.000
C -2.816 1.164 -0.693 -1.1 1.6 -1.0 0.000
O -3.275 1.941 -1.485 0.6 -0.8 0.7 0.000
O -2.685 1.453 0.592 0.2 0.0 0.8 0.000
H 0.914 -0.168 1.660 0.8 1.1 -0.6 0.000
H 1.785 -1.490 1.095 -0.2 -0.2 -0.4 0.000
H 0.802 -1.459 -1.123 -0.1 0.1 0.2 0.000
H 0.125 0.154 -0.886 -0.1 -0.2 0.1 0.000
H -0.803 -2.276 0.824 0.0 0.2 -0.2 0.000
H -3.031 -1.578 0.214 0.3 0.1 -0.1 0.000
H -2.224 0.761 1.091 -0.1 0.1 -0.1 0.000
```
Forces are in eV/Å.

Output
LUMO level (alpha / beta), eV: -6.3 / -6.4
Gap between HOMO and LUMO (alpha / beta), Eh: 0.2398 / 0.2366
Multiplicity: 2
Charge: +1


Entry 2:
# C6H8

The ion C6H8 with charge -1 (ωB97M-V/def2-TZVPD, OMol25).

```
14
Properties=species:S:1:pos:R:3:forces:R:3:lowdin_spin:R:1
C -0.204 -1.374 0.041 -1.5 -0.3 -0.5 0.055
C 0.865 -2.092 -0.364 0.9 0.1 0.0 0.133
C 0.919 0.326 1.249 2.1 3.7 1.0 0.298
C -0.185 -0.062 0.592 -1.6 -0.6 -2.8 0.142
C -1.114 0.858 -0.191 0.9 -2.0 1.2 0.073
C -0.879 2.144 -0.547 1.9 -1.8 1.6 0.160
H -1.251 -1.757 -0.114 1.0 -0.2 -0.1 0.004
H 0.599 -3.073 -0.699 0.5 -0.6 -0.5 0.013
H 1.941 -1.711 -0.460 -1.8 -0.6 0.5 0.018
H 0.743 1.434 1.258 1.5 -0.4 0.9 0.023
H 1.993 -0.051 1.353 -2.1 0.1 -0.2 0.040
H -1.965 0.322 -0.650 0.1 0.3 0.5 0.003
H -1.617 2.560 -1.129 -1.0 1.6 -1.4 0.017
H 0.154 2.473 -0.339 -0.9 0.7 -0.3 0.023
```
Forces are in eV/Å.

Output
LUMO level (alpha / beta), eV: 4.6 / 4.5
Gap between HOMO and LUMO (alpha / beta), Eh: 0.1704 / 0.2823
Multiplicity: 2
Charge: -1